1.
C29H54N2O13 | the ωB97M-V functional and the def2-TZVPD basis

Cartesian coordinates (Å):
O (1.156880, 6.291532, 0.826739)
C (1.643180, 5.324115, 1.426200)
O (2.435628, 5.405111, 2.508614)
C (2.717162, 4.139967, 3.124143)
C (1.716049, 3.194441, 2.474974)
C (1.363993, 3.882547, 1.163968)
H (2.390328, 4.155051, 4.163874)
H (3.733523, 3.753567, 3.047974)
H (0.886862, 3.023153, 3.161427)
H (2.192533, 2.227778, 2.311759)
H (0.334273, 3.896166, 0.806765)
H (2.021777, 3.570983, 0.352589)
O (-1.519262, -0.722273, -1.711887)
C (-1.907296, -1.343229, -2.719736)
O (-2.383408, -2.599724, -2.614514)
C (-2.499504, -3.246220, -3.953291)
C (-2.517298, -2.058977, -4.877424)
C (-1.871362, -0.870122, -4.161550)
H (-3.380694, -3.838456, -4.200021)
H (-1.545964, -3.767420, -4.038181)
H (-3.550859, -1.887861, -5.178385)
H (-2.016842, -2.356857, -5.798798)
H (-2.450440, 0.040788, -4.313227)
H (-0.843105, -0.661366, -4.456863)
O (2.650540, -6.635675, 0.370249)
C (2.268101, -5.723992, 1.049684)
O (2.403861, -5.644176, 2.437716)
C (1.671275, -4.497984, 2.929600)
C (0.680651, -4.144465, 1.829262)
C (1.353844, -4.594078, 0.596054)
H (2.273073, -3.607372, 3.110580)
H (1.211614, -4.810790, 3.867136)
H (0.353906, -3.106726, 1.895919)
H (-0.265482, -4.683870, 1.873761)
H (1.930468, -3.800668, 0.120546)
H (0.622931, -5.095210, -0.038559)
O (-3.772163, 4.350646, -1.842706)
C (-2.593539, 4.167340, -2.000356)
O (-1.678473, 5.190952, -2.455610)
C (-0.416917, 4.667916, -2.647515)
C (-0.591301, 3.122753, -2.726963)
C (-1.873986, 2.846672, -1.773227)
H (0.306531, 4.870293, -1.857734)
H (-0.064602, 5.117799, -3.575730)
H (0.257321, 2.621423, -2.261555)
H (-0.646361, 2.727748, -3.741380)
H (-1.539601, 2.712890, -0.744451)
H (-2.355930, 1.884004, -1.943837)
C (0.659263, -0.001128, 0.571878)
O (0.065062, 1.119522, -0.005258)
H (1.722868, 0.067315, 0.343514)
H (0.445729, -0.108707, 1.635319)
H (0.309858, -0.882577, 0.034233)
H (-0.405804, 0.814681, -0.784340)
C (-2.051723, 3.603179, 1.898393)
O (-1.836658, 3.887525, 3.264720)
H (-1.612594, 4.368313, 1.258214)
H (-1.618860, 2.624607, 1.690707)
H (-3.127720, 3.484035, 1.771365)
H (-2.376736, 4.634989, 3.531555)
C (-1.561349, 0.538478, 4.352462)
O (-1.016830, 1.688924, 4.934371)
H (-2.630182, 0.617431, 4.153757)
H (-1.055092, 0.361118, 3.403590)
H (-1.463657, -0.352773, 4.972322)
H (-1.260888, 2.459799, 4.416895)
C (3.223491, 1.591624, -1.984282)
O (4.594491, 1.800471, -2.063633)
H (2.797321, 1.056996, -2.833203)
H (3.048029, 1.140427, -1.007682)
H (2.667858, 2.528878, -2.014373)
H (4.805528, 2.381527, -1.329170)
C (1.943727, -0.375720, 4.338945)
O (3.216201, 0.167989, 4.695187)
H (1.460927, -1.084317, 5.011918)
H (1.331835, 0.525016, 4.290185)
H (2.205846, -0.876998, 3.407214)
H (3.821540, -0.571642, 4.785266)
N (-2.484439, -2.444284, 0.386962)
C (-3.045620, -3.609217, 0.772852)
C (-3.557469, -3.489418, 2.036125)
C (-3.168126, -2.243294, 2.521794)
C (-2.601903, -1.559162, 1.414407)
H (-2.118842, -2.324016, -0.546822)
H (-3.219090, -4.367499, 0.023638)
H (-4.025351, -4.310945, 2.558212)
H (-3.298543, -1.923232, 3.545009)
H (-2.139713, -0.587867, 1.317670)
N (1.807241, -2.546773, -5.182551)
C (1.984099, -1.421498, -4.410870)
C (1.413244, -1.601585, -3.215571)
C (0.976425, -2.886725, -3.126018)
C (1.201687, -3.476282, -4.346343)
H (2.174265, -2.688913, -6.112711)
H (2.466920, -0.598680, -4.917075)
H (1.439232, -0.820446, -2.470229)
H (0.556748, -3.280972, -2.212321)
H (1.045838, -4.516301, -4.592259)

Forces on atoms 1 to 6 (eV/Å):
O 1.597 -2.247 1.579
C -1.126 1.925 -0.771
O 0.895 1.042 0.343
C -1.487 -0.574 0.223
C 0.050 -1.060 -0.542
C -0.400 0.160 -0.321

## Properties
energy relative to the best compared isomer or geometry (same formula, charge and spin): 0.0 kcal/mol
max |F|: 3.9 eV Å⁻¹
E_HOMO (alpha / beta): -0.4133 / -0.4133 Ha
energy: -60535.039 eV
total charge: +1
HOMO-LUMO gap (alpha / beta): 8.07 / 3.83 eV
M: 638.75 g/mol
expectation value of S²: 0.76
multiplicity: 2

Atomic partial charges in e from the Mulliken method, atoms 1 to 8: atom 1 (O): -0.625, atom 2 (C): 0.469, atom 3 (O): -0.371, atom 4 (C): -0.618, atom 5 (C): 0.275, atom 6 (C): 1.434, atom 7 (H): 0.332, atom 8 (H): 0.303

***

2.
C29H54N8NdOS | the ωB97M-V functional and the def2-TZVPD basis

Cartesian coordinates (Å):
Nd (1.314584, -0.644827, 0.059311)
N (2.148390, -2.978251, 1.013715)
C (3.264647, -2.781158, 1.976821)
C (4.329468, -1.911594, 1.329689)
N (3.790524, -0.568647, 1.007073)
C (3.944888, 0.429175, 2.098682)
C (2.618402, 0.974210, 2.620805)
N (1.764943, 1.462485, 1.508873)
H (1.426448, -3.538425, 1.461235)
H (2.493562, -3.572012, 0.263071)
H (3.706251, -3.727464, 2.291865)
H (2.878555, -2.284654, 2.870264)
H (4.652137, -2.384983, 0.399698)
H (5.197961, -1.846818, 1.988046)
H (4.318286, -0.221419, 0.215556)
H (4.546236, 1.265987, 1.738740)
H (4.484141, -0.009089, 2.939931)
H (2.846439, 1.766269, 3.336149)
H (2.062624, 0.193912, 3.149796)
H (2.243016, 2.221621, 1.031923)
H (0.937730, 1.894811, 1.913820)
C (-4.418572, 3.485203, -2.129172)
C (-4.626038, 1.977293, -1.886630)
C (-5.046499, 1.298070, -3.201427)
C (-5.741437, 1.793716, -0.854963)
C (-3.309925, 1.390761, -1.423646)
C (-2.170331, 1.456218, -2.228971)
C (-0.976668, 0.953340, -1.765454)
N (-0.827725, 0.368944, -0.564670)
C (-1.922703, 0.265426, 0.217081)
C (-3.150925, 0.766003, -0.186741)
C (-1.734465, -0.419288, 1.524876)
C (-2.762958, -0.530490, 2.443832)
C (-2.585992, -1.182603, 3.667124)
C (-1.315673, -1.709486, 3.899576)
C (-0.335533, -1.562425, 2.943546)
N (-0.507598, -0.942074, 1.766537)
C (-3.729939, -1.294239, 4.650676)
C (-4.866944, -2.090246, 3.982608)
C (-3.313750, -2.009277, 5.938346)
C (-4.226746, 0.119626, 5.002466)
H (-5.359548, 3.923963, -2.459325)
H (-3.671166, 3.676853, -2.899507)
H (-4.111201, 3.989703, -1.211384)
H (-5.978004, 1.743712, -3.548787)
H (-5.217440, 0.229925, -3.054559)
H (-4.302611, 1.428536, -3.988290)
H (-6.654499, 2.249023, -1.235180)
H (-5.502751, 2.287477, 0.089712)
H (-5.956276, 0.738338, -0.672142)
H (-2.205064, 1.908412, -3.210194)
H (-0.084095, 1.022442, -2.376439)
H (-4.007108, 0.671646, 0.460724)
H (-3.728063, -0.100770, 2.226092)
H (-1.087584, -2.227318, 4.819476)
H (0.654130, -1.968439, 3.128149)
H (-4.530727, -3.088004, 3.694644)
H (-5.259672, -1.584012, 3.099236)
H (-5.685406, -2.202526, 4.692960)
H (-3.017438, -3.042615, 5.746910)
H (-4.160139, -2.034986, 6.622560)
H (-2.500629, -1.486865, 6.446208)
H (-4.617659, 0.650599, 4.133072)
H (-3.429989, 0.718773, 5.446769)
H (-5.033628, 0.040182, 5.730070)
C (0.188097, -3.402421, -3.574082)
C (-0.175241, -2.836990, -2.240385)
N (-1.413985, -3.034801, -1.810125)
O (0.646418, -2.174966, -1.558310)
H (-0.321397, -4.345741, -3.761772)
H (1.262792, -3.545226, -3.646064)
H (-0.111898, -2.695428, -4.351213)
H (-2.075185, -3.580891, -2.338616)
H (-1.718832, -2.646693, -0.931572)
C (4.951517, 3.436115, -3.812394)
N (4.433863, 2.726337, -2.635983)
C (4.152159, 3.602881, -1.503053)
C (3.952759, 1.476021, -2.697094)
S (2.540862, 1.086340, -1.765059)
N (4.526168, 0.588067, -3.507684)
C (3.896075, -0.657148, -3.924576)
C (5.881559, 0.760901, -4.033849)
H (4.400262, 4.371214, -3.911708)
H (4.792814, 2.860339, -4.718564)
H (6.010518, 3.671615, -3.708463)
H (4.922675, 4.370729, -1.472224)
H (4.189011, 3.041541, -0.572909)
H (3.176847, 4.085597, -1.595696)
H (2.866189, -0.698517, -3.591488)
H (4.448506, -1.506623, -3.517493)
H (3.921251, -0.726537, -5.012921)
H (6.445150, 1.461894, -3.426507)
H (5.874517, 1.099444, -5.070123)
H (6.384287, -0.204701, -4.000908)

Forces on atoms 1 to 6 (eV/Å):
Nd 0.858 -0.324 0.069
N 0.029 0.110 0.286
C 0.175 0.115 -0.092
C -0.228 -0.110 0.141
N 0.080 -0.029 0.116
C -0.223 0.117 0.113

## Properties
energy relative to the best compared isomer or geometry (same formula, charge and spin): 0.8 kcal/mol
max |F|: 0.9 eV Å⁻¹
E_HOMO (alpha / beta): -0.6072 / -0.6072 Ha
energy: -71013.274 eV
total charge: +3
HOMO-LUMO gap (alpha / beta): 8.63 / 8.66 eV
M: 707.11 g/mol
expectation value of S²: 3.75
multiplicity: 4

Atomic partial charges in e from the Mulliken method, atoms 1 to 8: atom 1 (Nd): 0.975, atom 2 (N): -0.442, atom 3 (C): -0.405, atom 4 (C): -1.013, atom 5 (N): 0.111, atom 6 (C): -0.759, atom 7 (C): -0.517, atom 8 (N): -0.378